[1]
{
  "formula": "C33H40ClNO8S2",
  "method": "wB97M-V/def2-TZVPD",
  "multiplicity": 1,
  "smiles": "C[C@H](Cl)C[C@]1(CC=O)OC(=O)O[C@@]1(N)SCC(=O)OC[C@@H](C)OC(=O)CS.c1ccccc1.c1ccccc1.c1ccccc1",
  "total_energy_ha": -3194.2835,
  "elements": ["H", "H", "H", "H", "C", "H", "S", "H", "C", "H", "C", "C", "H", "O", "H", "C", "H", "C", "H", "C", "H", "H", "C", "O", "H", "C", "H", "H", "H", "C", "O", "H", "H", "H", "C", "C", "H", "H", "H", "N", "H", "C", "H", "H", "C", "H", "C", "H", "C", "C", "H", "H", "H", "H", "C", "C", "H", "H", "C", "C", "H", "H", "C", "O", "H", "C", "C", "H", "O", "C", "C", "C", "S", "Cl", "O", "C", "C", "C", "C", "O", "H", "C", "O", "C", "H"],
  "positions_angstrom": [[-2.9435, -1.6783, -1.5569], [2.6087, -3.1903, 1.7808], [3.7356, 0.0207, -1.1126], [-0.1046, 4.9217, -7.6572], [6.9891, -0.5916, 1.6172], [-1.9484, 6.2871, -6.7119], [-5.6518, -3.5643, 0.5242], [-2.5083, 2.2158, 5.9691], [-0.5619, 3.2612, -4.7247], [-2.8910, 5.7279, -4.4854], [1.6183, -0.6112, 2.3028], [-6.1396, 1.1726, 5.1009], [-0.1607, -1.7405, -1.3151], [-2.2330, 2.7178, -1.6935], [0.7766, 2.9788, -6.3897], [7.5824, -1.8501, 1.5132], [1.6470, -6.0288, 1.0262], [-0.5233, 4.6715, -6.6857], [6.9707, -2.7460, 1.5793], [-2.6397, 0.5097, 0.5745], [-7.0328, -2.8885, -1.5171], [0.7077, -0.4663, -2.0345], [7.7750, 0.5578, 1.5387], [-2.1027, 1.8774, 0.5662], [-4.2583, -3.6104, 0.7192], [-0.0269, 3.5804, -5.9730], [-6.4062, 0.9070, 7.2223], [0.3634, 1.6846, -2.1163], [9.4223, -2.9386, 1.2454], [-5.7164, 1.1864, 6.4297], [-4.9837, -0.4808, 0.1823], [4.6899, -1.4481, -0.4082], [-7.1579, 0.8813, 4.8573], [0.5549, 3.2489, -1.0834], [3.4255, -1.8972, -2.3320], [-3.9505, 1.9129, 4.3972], [-5.5835, 1.5189, 3.0481], [10.8170, -0.8922, 1.0845], [-0.1771, 2.4097, -4.1704], [0.2110, -0.7768, -1.1688], [-0.2165, -5.4300, 1.1942], [9.1521, 0.4501, 1.3464], [-3.0873, 0.3369, 1.6681], [1.0707, -4.6782, 2.3468], [8.9599, -1.9577, 1.3247], [9.7638, 1.3462, 1.2819], [2.4505, -3.0649, 0.6061], [5.9153, -0.5072, 1.7603], [-4.4089, 1.5573, 6.7422], [2.4613, -1.4700, 0.2272], [-4.2793, 1.2623, -0.8487], [-2.2770, -0.0134, -2.1460], [-2.0026, 3.7914, -3.2128], [7.3138, 1.5383, 1.6266], [0.9347, -5.1257, 1.2554], [1.1068, -3.8834, 0.1484], [-1.8512, -0.3399, 0.4174], [-3.9867, -0.5631, -2.7166], [-5.2552, 1.5331, 4.0838], [-2.0886, 5.1252, -4.9025], [-5.0939, -2.8420, -1.8707], [2.4601, -1.8092, -3.0132], [-5.9588, -2.6194, -1.0794], [0.4786, -0.9847, 1.4000], [3.4310, -3.5339, 0.1215], [-3.8720, 0.2328, -0.4695], [3.6519, -1.1471, -0.8922], [-4.0779, 1.5626, 7.7770], [2.8834, -0.8700, 1.5372], [1.0530, -0.6416, 0.0776], [0.1579, 2.1242, -1.0382], [9.7446, -0.8081, 1.2369], [1.1958, 1.2557, 0.2562], [1.3376, -4.7634, -1.5087], [1.5926, -0.0917, 3.5346], [-1.5573, 5.4411, -6.1533], [-1.5895, 4.0364, -4.1882], [-3.2596, -0.5756, -1.7961], [-1.4429, 2.2205, -0.7013], [4.4311, -2.6493, -2.8553], [-3.2634, 2.2004, 3.6053], [-5.9628, -0.9825, -0.7945], [-6.7887, -0.1566, -1.4632], [-3.5263, 1.9231, 5.7256], [0.1067, -3.2791, 0.2062]]
}



[2]
{
  "formula": "C5H11NO2",
  "method": "wB97M-V/def2-TZVPD",
  "multiplicity": 1,
  "relative_energy_kcal_mol": 25.6,
  "smiles": "C[C@@H](CCO)NC=O",
  "total_energy_ha": -402.3374,
  "elements": ["H", "H", "C", "C", "H", "H", "H", "H", "N", "H", "O", "H", "H", "H", "C", "O", "H", "C", "C"],
  "positions_angstrom": [[-0.9755, -0.0688, -0.9688], [0.6437, -2.1610, -0.8107], [-1.2842, -1.5276, 0.5250], [1.8785, -0.6736, -1.1992], [-0.4457, 0.4207, 1.8866], [-1.4282, 2.1920, 0.6944], [-2.2582, -1.1662, 0.8529], [0.1538, 1.7015, -1.3734], [0.7290, -1.1855, -0.7284], [1.0759, 0.5263, 0.9775], [0.0736, 2.4185, -0.7530], [-0.7703, -1.9887, 1.3624], [-1.5117, -2.3454, -0.1582], [1.9843, 0.4197, -1.1196], [0.0126, 0.5719, 0.9095], [2.7460, -1.3588, -1.7037], [0.1531, 2.6799, 1.2340], [-0.4179, -0.4774, -0.1507], [-0.3589, 2.0225, 0.5235]]
}



[3]
{
  "formula": "C20H26ClFN3O6",
  "method": "wB97M-V/def2-TZVPD",
  "multiplicity": 1,
  "relative_energy_kcal_mol": 98.2,
  "charge": 1,
  "total_energy_ha": -1952.9112,
  "elements": ["H", "H", "F", "H", "N", "H", "H", "H", "C", "H", "H", "O", "H", "C", "H", "C", "O", "C", "C", "N", "O", "C", "C", "H", "O", "C", "H", "N", "H", "C", "H", "C", "C", "C", "C", "H", "H", "C", "H", "H", "H", "H", "O", "H", "H", "C", "C", "Cl", "H", "H", "H", "C", "C", "O", "C", "H", "C"],
  "positions_angstrom": [[1.8250, 4.6378, -3.4801], [2.6511, 1.7188, -3.4487], [0.0896, 0.0349, -0.2100], [0.3567, 1.3807, -4.4432], [0.4052, 1.0953, -1.2634], [-3.6448, -1.4713, 1.3605], [2.8192, 2.8943, -2.1014], [1.4812, -2.8040, -0.7675], [-0.6291, -2.9550, 2.3263], [-3.9137, 0.9369, 0.6950], [2.5530, -2.1762, 0.5054], [-2.6896, 2.9067, 0.3677], [2.0728, 0.0361, -1.9281], [-0.8702, -3.9769, 1.3110], [2.5108, -5.8453, 1.1770], [1.4833, -3.9525, 1.0488], [-1.4341, 3.6184, 2.0373], [-3.0945, -0.6861, 1.8767], [0.0169, 2.4175, -0.7208], [-2.2254, 2.8004, 1.5453], [0.2351, -4.6295, 0.8065], [-1.6611, -0.0218, 3.7220], [-0.0940, 1.7832, -3.5253], [-1.5437, -2.6012, 4.1469], [0.8180, -2.5956, 4.1750], [0.2815, 3.4460, -1.7637], [2.3786, 1.2038, -0.5804], [0.8926, 2.8036, -2.9667], [3.5652, -4.4643, 0.8159], [-1.8495, 1.3137, 3.4149], [-1.0562, 2.3732, -0.5162], [1.1468, 3.9054, -3.9240], [-2.5608, 1.6137, 2.2393], [-0.3628, 0.7350, -2.4976], [1.8699, 1.0392, -1.5379], [0.0144, -0.2460, -2.8096], [-2.6347, -3.0962, 2.7709], [-2.1855, -1.0219, 2.8929], [-0.6548, 3.9266, -2.0895], [2.5078, -5.1263, -0.4480], [0.2056, 4.3877, -4.1989], [-1.4132, 2.1245, 3.9904], [-1.9702, -4.3045, 0.9032], [-1.0866, -0.3028, 4.6122], [-1.4232, 0.6809, -2.2233], [2.1817, 2.1067, -2.5345], [1.5742, -2.6263, 0.3098], [1.9097, 3.3474, -5.4538], [0.6071, 2.5930, 0.1897], [-1.0054, 2.3449, -3.7903], [0.9812, 4.2203, -1.4138], [0.6254, -3.0657, 3.0677], [2.5909, -4.9147, 0.6199], [1.6416, -3.7838, 2.4738], [-3.2864, 0.6426, 1.5272], [0.7933, -1.9219, 0.6164], [-1.7958, -2.4793, 3.0908]]
}



Number 1: HOMO-LUMO gap 8.699 eV. Number 2: HOMO-LUMO gap 10.677 eV. Number 3: HOMO-LUMO gap 3.061 eV.